[1]
C41H51Ge2N5O3S2SeTi as an isolated structure at a distorted geometry, computed with ωB97M-V/def2-TZVPD.

HOMO: -6.41 eV
2S+1: 1
Kohn-Sham gap: 6.82 eV
Charge: 0

Cartesian coordinates (Å):
Ti 0.48 0.44 1.67
N 0.24 -0.08 5.60
C 0.09 1.33 5.21
C 0.16 1.49 3.72
O -0.85 1.13 3.00
N 1.20 1.93 3.04
C 2.53 1.56 3.50
C 2.79 0.12 2.98
O 3.90 -0.30 2.78
O 1.64 -0.57 2.80
H 0.37 -0.15 6.60
H 1.02 -0.51 5.13
H 0.83 2.00 5.66
H -0.90 1.67 5.51
H 2.64 1.54 4.59
H 3.30 2.21 3.09
C -4.56 -0.58 1.05
C -3.18 0.08 0.92
Ge -1.69 -1.11 1.36
C -1.91 -1.66 3.25
C -2.82 -2.88 3.42
C -1.86 -2.80 0.40
C -0.92 -3.37 -0.35
Ge 0.72 -2.30 -0.52
C 2.08 -2.87 0.78
C 2.89 -4.12 0.42
C 1.57 -2.09 -2.26
C 1.62 -3.26 -3.24
C -1.09 -4.73 -0.95
C -2.36 -5.30 -1.11
C -2.51 -6.57 -1.64
C -1.40 -7.31 -2.01
C -0.13 -6.76 -1.87
C 0.01 -5.48 -1.35
H -5.36 0.11 0.76
H -4.77 -0.89 2.08
H -4.65 -1.46 0.41
H -3.10 0.94 1.58
H -3.02 0.43 -0.10
H -2.29 -0.79 3.78
H -0.93 -1.87 3.68
H -3.78 -2.75 2.93
H -3.01 -3.06 4.48
H -2.36 -3.78 3.01
H -2.78 -3.36 0.60
H 1.59 -3.00 1.75
H 2.77 -2.03 0.91
H 2.28 -5.02 0.41
H 3.70 -4.28 1.14
H 3.36 -4.03 -0.57
H 2.60 -1.75 -2.04
H 1.04 -1.24 -2.71
H 2.24 -4.08 -2.88
H 2.03 -2.94 -4.20
H 0.62 -3.67 -3.43
H -3.24 -4.73 -0.84
H -3.50 -6.99 -1.75
H -1.52 -8.31 -2.42
H 0.74 -7.32 -2.16
H 1.00 -5.06 -1.24
N 2.17 0.98 0.47
S 2.57 2.43 -0.05
C 2.07 2.60 -1.76
C 1.38 3.75 -2.12
C 0.97 3.89 -3.44
C 1.24 2.90 -4.37
C 1.94 1.76 -3.99
C 2.36 1.61 -2.68
C 4.34 2.33 -0.36
C 4.95 3.34 -1.10
C 6.31 3.27 -1.34
C 7.06 2.20 -0.85
C 6.44 1.21 -0.10
C 5.07 1.27 0.16
H 2.52 0.26 -0.15
H 1.15 4.50 -1.37
H 0.42 4.78 -3.74
H 0.91 3.01 -5.39
H 2.14 0.97 -4.71
H 2.91 0.72 -2.38
H 4.37 4.16 -1.49
H 6.80 4.06 -1.91
H 8.12 2.15 -1.04
H 7.02 0.39 0.29
H 4.60 0.53 0.78
S -0.65 0.31 -1.40
C 0.01 -0.48 -0.03
C -3.56 4.32 1.47
N -3.17 3.90 0.14
C -1.98 3.34 -0.20
Se -0.49 3.18 0.87
N -2.06 3.00 -1.49
C -3.30 3.30 -2.01
C -3.86 3.13 -3.26
C -5.16 3.58 -3.44
C -5.87 4.18 -2.39
C -5.31 4.34 -1.14
C -4.01 3.89 -0.97
H -2.73 4.14 2.14
H -4.43 3.75 1.80
H -3.81 5.39 1.47
H -1.32 2.43 -1.90
H -3.31 2.66 -4.07
H -5.63 3.46 -4.41
H -6.89 4.52 -2.57
H -5.87 4.80 -0.33

=====

[2]
C41H51GeN6NiS as an isolated structure at a distorted geometry, computed with ωB97M-V/def2-TZVPD.

HOMO (spin up / spin down): -6.72 / -6.12 eV
2S+1: 2
Kohn-Sham gap (spin up / spin down): 6.19 / 5.61 eV
<S²>: 0.77
Charge: 0

Cartesian coordinates (Å):
Ni -1.34 -0.40 -0.40
C 5.70 0.03 -1.03
C 4.91 -0.01 0.28
C 5.27 1.24 1.10
C 5.32 -1.28 1.05
C 3.41 -0.05 0.05
C 2.84 -0.08 -1.23
C 1.47 -0.17 -1.35
N 0.64 -0.22 -0.32
C 1.15 -0.18 0.93
C 2.53 -0.09 1.12
C 0.17 -0.27 2.00
C 0.48 -0.24 3.37
C -0.50 -0.28 4.33
C -1.83 -0.34 3.87
C -2.07 -0.41 2.52
N -1.11 -0.39 1.59
C -0.22 -0.29 5.82
C -0.81 -1.58 6.42
C -0.89 0.92 6.49
C 1.28 -0.25 6.13
H 6.77 0.03 -0.80
H 5.48 0.94 -1.60
H 5.48 -0.83 -1.65
H 6.35 1.28 1.27
H 4.77 1.24 2.08
H 4.97 2.14 0.57
H 6.40 -1.30 1.21
H 5.03 -2.17 0.49
H 4.83 -1.32 2.03
H 3.45 -0.01 -2.12
H 1.02 -0.19 -2.33
H 2.91 -0.06 2.14
H 1.53 -0.18 3.64
H -2.66 -0.33 4.55
H -3.08 -0.48 2.14
H -1.88 -1.65 6.26
H -0.63 -1.60 7.50
H -0.33 -2.46 5.98
H -1.97 0.91 6.34
H -0.50 1.85 6.08
H -0.70 0.90 7.56
H 1.79 -1.11 5.69
H 1.43 -0.28 7.20
H 1.73 0.66 5.74
C -1.84 2.66 0.67
Ge -2.01 1.93 -1.18
C -3.29 3.22 -2.00
C -4.12 2.83 -3.06
C -5.08 3.69 -3.56
C -5.26 4.95 -3.00
C -4.45 5.35 -1.95
C -3.47 4.49 -1.47
C -0.26 2.29 -2.09
C 0.67 2.99 -1.36
C 1.86 3.46 -1.95
C 2.12 3.22 -3.27
C 1.20 2.48 -4.05
C 1.46 2.19 -5.41
C 0.58 1.45 -6.15
C -0.60 0.96 -5.56
C -0.89 1.23 -4.25
C 0.00 2.00 -3.46
H -1.55 3.71 0.64
H -1.11 2.11 1.26
H -2.81 2.59 1.16
H -4.02 1.84 -3.47
H -5.71 3.38 -4.39
H -6.03 5.61 -3.37
H -4.59 6.32 -1.50
H -2.83 4.83 -0.66
H 0.50 3.18 -0.31
H 2.56 4.03 -1.35
H 3.02 3.60 -3.74
H 2.38 2.56 -5.85
H 0.78 1.24 -7.19
H -1.29 0.38 -6.16
H -1.79 0.85 -3.79
C -2.62 -3.15 -0.26
N -2.65 -4.59 -0.46
C -2.42 -4.88 -1.87
N -1.13 -4.35 -2.32
C -1.12 -2.91 -2.10
N -1.32 -2.56 -0.68
C -0.26 -3.24 0.10
N -0.27 -4.69 -0.08
C -1.58 -5.20 0.32
C -0.08 -4.97 -1.51
H -2.77 -2.92 0.79
H -3.41 -2.68 -0.85
H -3.22 -4.44 -2.47
H -2.43 -5.96 -2.02
H -1.91 -2.45 -2.68
H -0.15 -2.51 -2.43
H -0.41 -3.02 1.16
H 0.71 -2.85 -0.21
H -1.73 -5.00 1.38
H -1.59 -6.28 0.16
H -0.09 -6.05 -1.66
H 0.89 -4.58 -1.82
S -3.19 0.04 -1.37

=====

| no. | E (hartree) |
| --- | --- |
| 1 | -10293.57134 |
| 2 | -5904.96380 |